1.
C12H36AlO28S4Y | the ωB97M-V functional and the def2-TZVPD basis

## Properties
Gap between HOMO and LUMO   3.07 eV
E_tot   -4459.234107 Ha
Strongest force on any atom   3.1 eV Å⁻¹
Energy above the lowest of the compared OMol25 structures with the same formula, charge and spin   0.0 kJ/mol

The geometry in ORCA input format:
```
! RIJCOSX wB97M-V def2-TZVPD def2/J DEFGRID3
* xyz -2 1
Y 0.31964 -1.31827 2.33699
Al 1.10024 -3.10622 -2.30601
S 0.11369 0.18332 -0.19947
O 0.42646 -0.65266 -1.33890
O -0.95134 -0.47361 0.60389
O 1.18395 -0.01475 0.82401
O -0.08211 1.59395 -0.53885
S -0.74200 -4.33210 0.63062
O 0.31332 -5.36996 0.78743
O -1.99265 -4.82296 1.18175
O -0.22819 -3.14097 1.35143
O -0.85486 -3.92456 -0.78592
S -1.79188 -2.17058 4.29559
O -2.25020 -3.54251 4.04353
O -2.58918 -1.52018 5.31818
O -0.32910 -2.04693 4.48631
O -1.94976 -1.45057 2.97887
S 3.10786 -3.35546 1.31282
O 2.68205 -4.73300 1.71397
O 2.87847 -3.05754 -0.11728
O 2.25673 -2.43830 2.13498
O 4.52331 -3.21694 1.66626
C -0.69968 -0.80831 -5.55166
C -1.37274 -0.45619 -4.25657
O -1.84867 -1.53969 -3.49646
O 0.10382 -1.98763 -5.44670
H -0.04262 0.02920 -5.83432
H -1.41423 -0.90544 -6.38407
H -2.20144 0.26232 -4.36425
H -0.68110 0.12348 -3.62504
H -2.24747 -1.22126 -2.65991
H 0.36653 -2.23617 -6.33523
C 1.87317 1.08697 4.04093
C 0.43690 1.38348 4.33108
O -0.31881 0.85152 3.22500
O 2.06170 -0.31104 3.66016
H 2.51813 1.30492 4.89704
H 2.25686 1.62095 3.17245
H 0.22852 2.44923 4.43878
H 0.02690 0.87129 5.20872
H -1.08221 1.39072 2.98883
H 3.02131 -0.36825 3.61129
C 3.18121 2.68974 0.80449
C 4.30256 3.38344 1.55947
O 4.57182 2.80890 2.79913
O 3.49616 1.32778 0.69511
H 3.04836 3.18130 -0.16907
H 2.22324 2.80976 1.33196
H 3.94636 4.40888 1.69776
H 5.20184 3.38450 0.93472
H 4.84133 1.90060 2.60864
H 2.71580 0.73225 0.84790
C 2.79656 0.78558 -3.87290
C 1.83002 1.88999 -3.59923
O 2.01509 2.57311 -2.38477
O 2.57831 -0.37976 -3.08194
H 3.79455 1.20154 -3.69881
H 2.59672 0.47251 -4.90202
H 0.78197 1.56163 -3.63662
H 1.81811 2.61234 -4.43089
H 1.40487 2.16239 -1.74805
H 3.04499 -0.26629 -2.24320
C -3.25863 2.78737 -0.72148
C -3.09141 3.65256 0.55557
O -1.91049 3.38834 1.27778
O -2.15421 2.83759 -1.58274
H -4.18678 3.03777 -1.22630
H -3.30833 1.78933 -0.24674
H -3.95847 3.46380 1.19107
H -3.03136 4.71352 0.26065
H -1.27146 2.97154 0.67393
H -1.49197 2.22376 -1.17660
C -4.63025 -1.95429 0.36383
C -3.74622 -1.95673 -0.84707
O -2.86809 -0.82132 -0.88262
O -4.00174 -2.54834 1.43986
H -5.46302 -2.62612 0.09987
H -5.09653 -0.98603 0.58224
H -4.35057 -1.95184 -1.76496
H -3.15433 -2.87402 -0.94580
H -2.18555 -0.92014 -0.18318
H -3.15978 -2.09624 1.62071
*
```

2.
C12H36BF4O12Tl | the ωB97M-V functional and the def2-TZVPD basis

## Properties
Gap between HOMO and LUMO (spin up / spin down)   3.22 / 3.19 eV
E_tot   -1977.271241 Ha
Strongest force on any atom   4.3 eV Å⁻¹

The geometry in ORCA input format:
```
! RIJCOSX wB97M-V def2-TZVPD def2/J DEFGRID3
* xyz 3 2
Tl -2.73121 2.37394 2.10475
B -0.27335 0.82472 -0.27262
F -0.17840 2.11929 -0.63442
F -1.42902 0.35647 -0.94384
F 0.85878 0.04026 -0.59698
F -0.50405 0.77486 1.01551
C -1.12770 -3.34243 -1.00751
C -2.46221 -4.19669 -0.78803
O -2.18361 -5.33441 0.13703
O -0.86887 -2.69053 0.16645
H -0.94590 -2.82289 -1.94832
H -0.30567 -4.05440 -1.08150
H -2.88532 -4.66859 -1.67481
H -3.31284 -3.60743 -0.44555
H -1.59930 -4.92113 0.77686
H -0.60194 -1.78001 0.02051
C -3.89634 -1.16455 2.24107
C -2.73787 -1.41577 3.19652
O -2.06264 -0.17498 3.65065
O -3.51909 -0.30880 1.13418
H -4.61598 -0.62206 2.85418
H -4.22318 -2.15541 1.92566
H -1.93817 -1.94930 2.68276
H -3.07946 -2.05868 4.00774
H -1.28512 -0.41716 4.15899
H -3.37002 -0.74451 0.29184
C 4.00753 2.74615 -3.29532
C 3.54461 1.54934 -2.30446
O 2.37133 0.98974 -2.68324
O 3.95299 2.24119 -4.56265
H 4.86027 3.29669 -2.89802
H 3.17915 3.45435 -3.27764
H 3.40646 1.81157 -1.25554
H 4.49357 1.01441 -2.34229
H 2.21414 0.37444 -1.96331
H 3.04725 1.93084 -4.49258
C 0.83664 4.00898 2.26745
C 0.97096 2.56888 3.02688
O -0.20667 1.94589 3.56588
O -0.28628 4.03893 1.34508
H 1.76352 4.30689 1.77731
H 0.57213 4.64634 3.11119
H 1.66179 2.72993 3.85448
H 1.38729 1.85845 2.31269
H 0.08220 1.24234 4.15167
H -0.03683 4.47002 0.52439
C -1.97778 1.89842 -4.05751
C -0.61115 2.40709 -4.21201
O 0.41782 1.68775 -4.87114
O -2.15789 0.72877 -3.32695
H -2.43355 1.73313 -5.03376
H -2.63023 2.66366 -3.63703
H -0.27782 2.68457 -3.21202
H -0.63073 3.41663 -4.62254
H 0.58498 0.94251 -4.28954
H -1.65669 0.74204 -2.50828
C 2.31148 -3.37335 2.81597
C 2.26467 -2.38501 1.67028
O 1.56332 -1.18136 1.98302
O 1.04157 -3.96092 2.83660
H 2.49277 -2.88194 3.77188
H 3.02650 -4.15594 2.56223
H 2.06946 -2.72146 0.65204
H 3.29015 -2.02553 1.58506
H 1.72223 -0.58368 1.24877
H 1.04732 -4.92057 2.81183
*
```

3.
C12H36ClO10 | the ωB97M-V functional and the def2-TZVPD basis

## Properties
Gap between HOMO and LUMO   10.31 eV
E_tot   -1691.190385 Ha
Strongest force on any atom   1.6 eV Å⁻¹
Energy above the lowest of the compared OMol25 structures with the same formula, charge and spin   6.3 kJ/mol

The geometry in ORCA input format:
```
! RIJCOSX wB97M-V def2-TZVPD def2/J DEFGRID3
* xyz -1 1
Cl 0.19879 -1.39663 0.29940
O -0.08095 -1.77948 -1.05398
O 1.25723 -2.19892 0.82326
O 0.62905 -0.01567 0.25428
O -0.94322 -1.59871 1.13521
C 3.18838 4.13417 -0.44854
C 2.68351 2.87824 0.22984
C 2.96161 2.79068 1.71496
O 1.23198 2.86823 0.11242
H 4.27533 4.10465 -0.29175
H 2.77461 5.02715 0.01797
H 3.02744 4.10729 -1.52342
H 3.04893 2.03959 -0.37046
H 2.52998 3.66093 2.20996
H 4.01809 2.76332 1.99947
H 2.48377 1.88122 2.07561
H 1.01353 1.92378 0.09361
C -3.33067 0.15834 -0.55454
C -4.64564 -0.14240 0.13058
C -5.74137 -0.48516 -0.84649
O -4.46907 -1.25534 1.03719
H -3.34685 1.07749 -1.15119
H -2.96467 -0.62974 -1.20625
H -2.57995 0.42656 0.19890
H -4.97869 0.67187 0.79351
H -6.67669 -0.63138 -0.29970
H -5.52152 -1.39357 -1.40937
H -5.88827 0.32208 -1.56672
H -3.54566 -1.24712 1.31803
C 0.75703 1.44536 -3.32752
C -0.73419 1.36668 -3.08982
C -1.51817 2.26450 -4.01902
O -1.23114 0.05404 -3.20695
H 1.16987 2.45155 -3.25183
H 0.98581 1.03597 -4.31962
H 1.32191 0.85846 -2.59783
H -0.87802 1.80223 -2.08707
H -2.55883 2.30941 -3.68981
H -1.53821 1.86117 -5.03659
H -1.07224 3.25746 -4.04258
H -0.77231 -0.48660 -2.54596
C -1.51417 -1.81252 4.84177
O -1.80703 -0.86545 3.83077
H -1.60977 -2.84489 4.47765
H -0.46919 -1.74608 5.16421
H -2.24567 -1.67698 5.63552
H -1.53326 -1.22922 2.97826
C 4.03639 -0.53441 1.32640
O 4.35023 -1.92749 1.21359
H 4.90018 -0.02497 1.75089
H 3.92553 -0.14969 0.30318
H 3.10138 -0.47271 1.88590
H 3.58047 -2.36021 0.82466
C 1.94203 -5.27474 0.27784
O 1.62101 -5.12165 1.64585
H 2.29100 -4.33705 -0.15764
H 2.65091 -6.08399 0.10580
H 1.05303 -5.56043 -0.30269
H 1.18642 -4.25919 1.69081
*
```

4.
C12H36ClO10 | the ωB97M-V functional and the def2-TZVPD basis

## Properties
Gap between HOMO and LUMO   10.10 eV
E_tot   -1691.192773 Ha
Strongest force on any atom   0.9 eV Å⁻¹
Energy above the lowest of the compared OMol25 structures with the same formula, charge and spin   0.0 kJ/mol

The geometry in ORCA input format:
```
! RIJCOSX wB97M-V def2-TZVPD def2/J DEFGRID3
* xyz -1 1
Cl -13.16665 -13.66259 -16.90301
O -13.21082 -12.25837 -17.23378
O -12.78779 -13.81352 -15.51110
O -14.46541 -14.28444 -17.08144
O -12.20074 -14.31917 -17.75650
C -12.27932 -13.73501 -21.24657
C -13.19242 -14.33005 -22.29599
C -14.32685 -13.40178 -22.64805
O -12.46587 -14.59804 -23.50360
H -12.78664 -13.29766 -20.38684
H -11.61195 -12.98556 -21.67875
H -11.61228 -14.50109 -20.83022
H -13.61007 -15.27057 -21.91623
H -15.03050 -13.34377 -21.81526
H -14.86767 -13.72906 -23.53662
H -13.95871 -12.38782 -22.82619
H -11.79729 -15.25562 -23.29015
C -12.74749 -9.02428 -15.30911
C -11.65539 -9.91802 -14.72776
C -12.19803 -10.73100 -13.55381
O -11.11508 -10.75966 -15.74032
H -13.25238 -8.47328 -14.50869
H -13.51646 -9.63293 -15.78993
H -12.32520 -8.31733 -16.02071
H -10.85775 -9.27652 -14.34382
H -12.50786 -10.03730 -12.76157
H -11.43170 -11.37167 -13.12058
H -13.07144 -11.30747 -13.86025
H -11.80291 -11.42235 -15.90273
C -16.67392 -17.14331 -18.17215
C -17.19968 -16.41595 -19.38777
C -16.33744 -15.19610 -19.71719
O -17.25949 -17.29477 -20.52873
H -16.64307 -16.48301 -17.30100
H -15.66542 -17.54358 -18.29703
H -17.31997 -17.98106 -17.88299
H -18.22011 -16.07894 -19.20116
H -16.31482 -14.50813 -18.87492
H -16.76879 -14.69897 -20.58840
H -15.32689 -15.52600 -19.96133
H -16.44072 -17.80034 -20.52465
C -14.79586 -14.31481 -13.12733
O -15.41902 -14.91412 -14.23573
H -15.39822 -14.54537 -12.24297
H -13.78693 -14.70700 -12.97009
H -14.76861 -13.22208 -13.21158
H -15.05438 -14.50852 -15.03285
C -12.51625 -17.12446 -19.17415
O -13.28108 -17.17297 -17.98704
H -12.56525 -18.10997 -19.64074
H -12.91587 -16.39633 -19.89127
H -11.46886 -16.87843 -18.97616
H -13.28035 -16.28475 -17.60723
C -9.48876 -13.95440 -15.73780
O -8.10629 -13.64256 -15.46856
H -9.63365 -14.09902 -16.80714
H -9.76640 -14.85949 -15.20166
H -10.13272 -13.13670 -15.42304
H -8.07265 -12.72826 -15.17959
*
```

- Which value of strongest force on any atom does entry 4 give?
  0.9 eV Å⁻¹

What did the second record say?
C12H36BF4O12Tl | the ωB97M-V functional and the def2-TZVPD basis

## Properties
Gap between HOMO and LUMO (spin up / spin down)   3.22 / 3.19 eV
E_tot   -1977.271241 Ha
Strongest force on any atom   4.3 eV Å⁻¹

The geometry in ORCA input format:
```
! RIJCOSX wB97M-V def2-TZVPD def2/J DEFGRID3
* xyz 3 2
Tl -2.73121 2.37394 2.10475
B -0.27335 0.82472 -0.27262
F -0.17840 2.11929 -0.63442
F -1.42902 0.35647 -0.94384
F 0.85878 0.04026 -0.59698
F -0.50405 0.77486 1.01551
C -1.12770 -3.34243 -1.00751
C -2.46221 -4.19669 -0.78803
O -2.18361 -5.33441 0.13703
O -0.86887 -2.69053 0.16645
H -0.94590 -2.82289 -1.94832
H -0.30567 -4.05440 -1.08150
H -2.88532 -4.66859 -1.67481
H -3.31284 -3.60743 -0.44555
H -1.59930 -4.92113 0.77686
H -0.60194 -1.78001 0.02051
C -3.89634 -1.16455 2.24107
C -2.73787 -1.41577 3.19652
O -2.06264 -0.17498 3.65065
O -3.51909 -0.30880 1.13418
H -4.61598 -0.62206 2.85418
H -4.22318 -2.15541 1.92566
H -1.93817 -1.94930 2.68276
H -3.07946 -2.05868 4.00774
H -1.28512 -0.41716 4.15899
H -3.37002 -0.74451 0.29184
C 4.00753 2.74615 -3.29532
C 3.54461 1.54934 -2.30446
O 2.37133 0.98974 -2.68324
O 3.95299 2.24119 -4.56265
H 4.86027 3.29669 -2.89802
H 3.17915 3.45435 -3.27764
H 3.40646 1.81157 -1.25554
H 4.49357 1.01441 -2.34229
H 2.21414 0.37444 -1.96331
H 3.04725 1.93084 -4.49258
C 0.83664 4.00898 2.26745
C 0.97096 2.56888 3.02688
O -0.20667 1.94589 3.56588
O -0.28628 4.03893 1.34508
H 1.76352 4.30689 1.77731
H 0.57213 4.64634 3.11119
H 1.66179 2.72993 3.85448
H 1.38729 1.85845 2.31269
H 0.08220 1.24234 4.15167
H -0.03683 4.47002 0.52439
C -1.97778 1.89842 -4.05751
C -0.61115 2.40709 -4.21201
O 0.41782 1.68775 -4.87114
O -2.15789 0.72877 -3.32695
H -2.43355 1.73313 -5.03376
H -2.63023 2.66366 -3.63703
H -0.27782 2.68457 -3.21202
H -0.63073 3.41663 -4.62254
H 0.58498 0.94251 -4.28954
H -1.65669 0.74204 -2.50828
C 2.31148 -3.37335 2.81597
C 2.26467 -2.38501 1.67028
O 1.56332 -1.18136 1.98302
O 1.04157 -3.96092 2.83660
H 2.49277 -2.88194 3.77188
H 3.02650 -4.15594 2.56223
H 2.06946 -2.72146 0.65204
H 3.29015 -2.02553 1.58506
H 1.72223 -0.58368 1.24877
H 1.04732 -4.92057 2.81183
*
```